1.
{
  "formula": "C3H8NO",
  "method": "ωB97M-V/def2-TZVPD",
  "elements": ["C", "C", "C", "N", "O", "H", "H", "H", "H", "H", "H", "H", "H"],
  "coordinates": [[0.335, 0.024, -0.550], [-0.385, -0.985, 0.185], [-2.414, 0.484, -0.326], [-1.137, -0.103, -0.236], [3.181, -0.126, 0.966], [0.834, 0.773, -0.095], [0.814, -0.315, -1.508], [-0.357, -1.768, 0.889], [-3.137, -0.210, -0.100], [-2.467, 1.373, 0.480], [-2.571, 1.015, -1.338], [3.733, 0.402, 1.478], [3.570, -0.565, 0.155]],
  "multiplicity": 1,
  "total_charge": 1,
  "e_lumo_ev": -4.89,
  "de_lowest_kj_mol": 300.48,
  "max_force_ev_per_a": 5.05,
  "homo_energy_ev": -15.00
}

---

2.
{
  "formula": "C3H8O2S",
  "method": "ωB97M-V/def2-TZVPD",
  "elements": ["O", "C", "O", "H", "H", "C", "S", "C", "H", "H", "H", "H", "H", "H"],
  "coordinates": [[0.397, -0.652, 1.573], [0.424, -0.065, 2.562], [1.418, 0.784, 2.936], [-0.308, -0.060, 3.444], [2.036, 0.406, 3.607], [-0.566, 1.450, -1.353], [-1.097, -0.426, -1.440], [0.305, -0.835, -2.524], [0.581, 1.512, -1.237], [-0.852, 2.067, -2.178], [-1.130, 1.719, -0.420], [1.173, -1.257, -1.966], [0.646, -0.129, -3.400], [-0.078, -1.789, -2.982]],
  "multiplicity": 1,
  "e_lumo_ev": 0.68,
  "de_lowest_kj_mol": 190.49,
  "max_force_ev_per_a": 4.75,
  "homo_energy_ev": -8.27
}

---

3.
{
  "formula": "C4H9N2O",
  "method": "ωB97M-V/def2-TZVPD",
  "elements": ["C", "O", "C", "C", "N", "C", "N", "H", "H", "H", "H", "H", "H", "H", "H", "H"],
  "coordinates": [[2.449, -0.494, -0.097], [1.045, -0.197, -0.311], [0.676, 1.081, -0.007], [-0.614, 1.522, 0.117], [-1.783, 0.793, -0.067], [-2.092, -0.460, -0.123], [-1.341, -1.517, 0.156], [2.556, -1.119, 0.711], [2.923, 0.415, 0.355], [2.987, -1.024, -0.897], [1.524, 1.773, 0.117], [-0.792, 2.488, 0.479], [-2.458, 1.396, -0.476], [-3.046, -0.618, -0.480], [-0.381, -1.631, 0.552], [-1.653, -2.407, -0.027]],
  "multiplicity": 1,
  "total_charge": 1,
  "e_lumo_ev": -3.63,
  "de_lowest_kj_mol": 232.26,
  "max_force_ev_per_a": 3.72,
  "homo_energy_ev": -13.05
}

---

4.
{
  "formula": "C36H23F9N3PRu",
  "method": "ωB97M-V/def2-TZVPD",
  "elements": ["Ru", "C", "C", "C", "C", "N", "C", "C", "C", "C", "C", "C", "N", "C", "C", "C", "C", "C", "N", "H", "H", "H", "H", "H", "H", "H", "H", "H", "H", "H", "F", "C", "F", "F", "C", "C", "C", "C", "C", "C", "P", "C", "C", "C", "C", "C", "C", "C", "F", "F", "F", "C", "C", "C", "C", "C", "C", "C", "F", "F", "F", "H", "H", "H", "H", "H", "H", "H", "H", "H", "H", "H", "H"],
  "coordinates": [[0.503, -0.203, 0.113], [-1.249, 1.943, 3.645], [-2.660, 1.722, 3.237], [-2.989, 0.723, 2.391], [-1.980, 0.012, 1.642], [-0.702, 0.306, 1.723], [-0.258, 1.224, 2.724], [-2.263, -1.015, 0.622], [-3.405, -1.775, 0.490], [-3.433, -2.762, -0.501], [-2.362, -2.910, -1.369], [-1.251, -2.083, -1.218], [-1.207, -1.209, -0.202], [-0.074, -2.010, -2.107], [0.073, -2.749, -3.264], [1.189, -2.541, -4.070], [2.126, -1.587, -3.703], [1.925, -0.880, -2.530], [0.861, -1.084, -1.740], [-1.170, 1.689, 4.705], [-3.438, 2.312, 3.712], [-4.028, 0.488, 2.203], [0.554, 0.792, 3.309], [-4.255, -1.627, 1.144], [-4.302, -3.401, -0.602], [-2.400, -3.651, -2.155], [-0.672, -3.477, -3.553], [1.319, -3.114, -4.980], [2.995, -1.386, -4.315], [2.635, -0.133, -2.210], [7.166, 5.463, -1.465], [6.138, 5.478, -2.326], [5.702, 6.726, -2.454], [6.551, 5.025, -3.503], [5.036, 4.584, -1.750], [4.393, 4.995, -0.590], [3.468, 4.162, 0.014], [3.207, 2.900, -0.533], [3.783, 2.544, -1.756], [4.711, 3.379, -2.357], [2.146, 1.719, 0.350], [1.627, 2.582, 1.908], [0.168, 2.593, 2.092], [-0.490, 3.303, 3.288], [0.508, 3.761, 4.278], [1.866, 3.646, 4.086], [2.431, 3.035, 2.927], [-0.051, 4.370, 5.568], [-0.546, 3.348, 6.288], [-1.039, 5.202, 5.264], [0.880, 4.990, 6.257], [3.148, 0.246, 0.820], [2.514, -0.754, 1.610], [3.108, -2.002, 1.783], [4.317, -2.275, 1.161], [4.966, -1.289, 0.421], [4.374, -0.045, 0.230], [4.949, -3.660, 1.291], [5.971, -3.626, 2.132], [5.378, -4.051, 0.088], [4.041, -4.536, 1.731], [4.598, 5.967, -0.160], [2.946, 4.528, 0.885], [3.509, 1.631, -2.269], [5.161, 3.102, -3.301], [-0.375, 2.753, 1.159], [-1.175, 4.124, 3.048], [2.544, 4.034, 4.839], [3.512, 2.949, 2.879], [1.689, -0.510, 2.277], [2.648, -2.749, 2.418], [5.936, -1.496, -0.016], [4.893, 0.696, -0.365]],
  "multiplicity": 5,
  "total_charge": 4,
  "s_squared": 6.040,
  "e_lumo_ev": [-13.18, -15.18],
  "max_force_ev_per_a": 0.85,
  "homo_energy_ev": [-19.89, -20.01]
}